1.
C20H21N3O3 | ωB97M-V with the def2-TZVPD basis set

Calculated values
E_HOMO   -8.1 eV
E   -1164.04145 Eh
LUMO level   -0.417 eV
Total charge   0
Max |F|   0.34178 hartree/bohr
Orbital gap   7.701 eV

Each line ends with the natural charge from an NBO analysis.
Positions of all 47 atoms, in Å:
1 C 1.05745 1.12835 4.17726  -0.545
2 C 0.62688 -0.04880 3.28062  -0.088
3 C -0.58133 -0.06086 2.51333  -0.092
4 C -0.97708 -1.07131 1.90230  -0.320
5 C -0.07685 -2.20726 1.91378  0.269
6 C 0.89851 -2.31233 2.76886  -0.233
7 C 1.30630 -1.17125 3.58316  0.011
8 C 2.73137 -1.52449 4.16571  -0.591
9 H 3.45012 -0.80691 3.85335  0.216
10 H 3.07676 -2.39628 4.05939  0.196
11 H 2.35064 -1.42793 5.26251  0.212
12 H 1.47575 -3.48361 2.69859  0.211
13 O -0.46536 -3.32864 1.24941  -0.532
14 C -1.88035 -3.44732 0.43427  -0.077
15 C -1.54586 -2.50895 -0.72478  0.248
16 C -0.64337 -1.92978 -1.24265  -0.267
17 C -1.08580 -0.94939 -2.30674  0.032
18 N -2.46413 -1.03440 -2.16349  -0.032
19 O -2.79464 -2.00627 -1.37321  -0.272
20 C -0.49357 -0.24640 -3.21595  0.574
21 O 0.91966 -0.33515 -3.35720  -0.655
22 N -1.33840 0.52050 -3.85140  -0.576
23 H -2.26800 0.48276 -3.76183  0.413
24 C -0.80687 1.77356 -4.50483  -0.254
25 H 0.50865 1.30040 -4.97143  0.238
26 H -1.21651 1.98364 -5.61182  0.230
27 C -0.62291 3.11744 -3.60891  -0.299
28 C -0.16755 2.43459 -2.41794  -0.076
29 C 1.21187 2.65117 -2.01511  -0.122
30 C 1.75170 2.16689 -0.95775  -0.267
31 C 0.90616 1.43994 -0.08133  0.096
32 N -0.26231 1.47963 -0.20308  -0.427
33 C -0.92187 2.01148 -1.34598  0.016
34 H -1.86859 2.06564 -1.36210  0.173
35 H 1.31879 1.15108 0.94051  0.174
36 H 2.71476 1.96251 -0.85352  0.211
37 H 2.05642 2.94019 -2.97931  0.196
38 H -1.99692 3.34489 -3.40690  0.148
39 H -0.22259 3.77114 -4.07445  0.181
40 H 0.33897 -2.29565 -1.07845  0.270
41 H -2.80268 -2.97023 1.03884  0.217
42 H -2.13321 -4.43206 0.28321  0.218
43 H -1.90660 -0.97321 1.50601  0.218
44 H -1.02592 0.99757 2.76091  0.209
45 H 0.51857 1.80029 4.11222  0.158
46 H 2.15519 1.46410 3.74149  0.181
47 H 1.19476 0.98069 5.22444  0.209

Forces on atoms 1 to 2 (eV/Å):
C 11.3 -10.0 -1.9
C 0.7 1.0 3.4

---

2.
C22H29F4N8OSr | ωB97M-V with the def2-TZVPD basis set

Calculated values
E_HOMO   -9.4 eV
E   -1799.13541 Eh
LUMO level   -3.121 eV
Total charge   +1
Max |F|   0.01275 hartree/bohr
Orbital gap   6.292 eV

Each line ends with the natural charge from an NBO analysis.
Positions of all 65 atoms, in Å:
1 Sr 0.31645 0.15980 0.01376  1.818
2 C 2.04689 -0.30169 3.14785  -0.433
3 N 1.93012 0.83559 2.23102  -0.513
4 C 3.27935 1.30169 1.89523  -0.421
5 C 1.18050 1.92674 2.90409  -0.228
6 C -0.32593 1.74100 2.84533  -0.248
7 N -0.74324 1.78560 1.45578  -0.881
8 C -1.87695 2.36765 1.02407  0.170
9 C -2.13794 2.36085 -0.36752  0.195
10 F -1.18204 1.78479 -1.20022  -0.384
11 C -3.26233 2.87381 -0.96386  0.370
12 F -3.37245 2.79490 -2.29806  -0.306
13 C -4.26255 3.46156 -0.21438  -0.411
14 C -4.05527 3.49024 1.15152  0.384
15 F -4.98848 4.02921 1.94345  -0.299
16 C -2.92421 2.97403 1.75357  0.199
17 F -2.86079 3.02157 3.10412  -0.320
18 H 2.62783 -1.10168 2.68854  0.198
19 H 1.05954 -0.68517 3.40638  0.204
20 H 2.55398 -0.01199 4.07731  0.195
21 H 3.85089 1.56597 2.79428  0.192
22 H 3.22064 2.18144 1.25619  0.204
23 H 3.82630 0.52187 1.36183  0.199
24 H 1.42358 2.86069 2.39616  0.207
25 H 1.52331 2.01127 3.94483  0.187
26 H -0.79357 2.49630 3.47508  0.225
27 H -0.58724 0.77498 3.30954  0.166
28 H -5.14997 3.87545 -0.66681  0.255
29 N 3.03080 2.10406 -1.70535  -0.778
30 C 2.85775 0.97750 -2.43269  0.611
31 N 3.78957 0.67493 -3.32106  -0.561
32 C 3.55194 -0.43448 -4.02258  0.608
33 N 4.48048 -0.84113 -4.88658  -0.741
34 N 2.42051 -1.17129 -3.94246  -0.547
35 C 1.57112 -0.78650 -3.02016  0.459
36 N 1.75792 0.23690 -2.16776  -0.700
37 C 0.27744 -1.55054 -2.96803  0.139
38 C -0.12284 -2.25276 -4.09570  -0.193
39 C -1.35264 -2.89184 -4.07798  -0.143
40 C -2.13047 -2.82747 -2.93604  -0.217
41 C -1.64147 -2.12826 -1.84465  0.043
42 N -0.46786 -1.49908 -1.85818  -0.534
43 H 3.78681 2.70703 -1.98626  0.420
44 H 2.22284 2.55047 -1.30497  0.401
45 H 5.32205 -0.30394 -4.99805  0.420
46 H 4.31360 -1.65584 -5.44914  0.418
47 H 0.51777 -2.27909 -4.96316  0.255
48 H -1.69779 -3.43024 -4.95032  0.237
49 H -3.09718 -3.30767 -2.88293  0.239
50 H -2.20302 -2.07191 -0.91983  0.209
51 C -3.16214 -0.62184 1.76425  -0.627
52 C -2.30109 -1.81571 2.07454  -0.065
53 O -1.03434 -1.72467 1.39346  -0.619
54 C -0.22870 -2.85672 1.73626  -0.069
55 C 1.01752 -2.91049 0.88598  -0.643
56 H -4.12568 -0.73314 2.26156  0.237
57 H -3.35028 -0.51690 0.69325  0.205
58 H -2.69812 0.29113 2.12577  0.228
59 H -2.77862 -2.74932 1.75819  0.176
60 H -2.11243 -1.88767 3.15052  0.184
61 H -0.81568 -3.76783 1.58197  0.189
62 H 0.02297 -2.80486 2.80052  0.184
63 H 0.77806 -3.03739 -0.16909  0.225
64 H 1.63510 -3.75406 1.19344  0.250
65 H 1.64975 -2.02587 1.01417  0.178

Forces on atoms 1 to 2 (eV/Å):
Sr 0.0 -0.2 0.6
C 0.0 0.0 0.0

---

3.
C16H32Cl16 | ωB97M-V with the def2-TZVPD basis set

Calculated values
E_HOMO   -10.5 eV
E   -7991.95615 Eh
LUMO level   0.251 eV
Total charge   0
SMILES   ClCCCl.ClCCCl.ClCCCl.ClCCCl.ClCCCl.ClCCCl.ClCCCl.ClCCCl
Max |F|   0.02241 hartree/bohr
Orbital gap   10.770 eV

Each line ends with the natural charge from an NBO analysis.
Positions of all 64 atoms, in Å:
1 Cl 2.52708 4.94474 -4.31938  -0.056
2 C 2.10738 4.19121 -2.75980  -0.393
3 C 1.41472 5.20895 -1.90715  -0.368
4 Cl 1.00084 4.43554 -0.33998  -0.076
5 H 3.01642 3.82531 -2.28802  0.227
6 H 1.45976 3.33850 -2.95089  0.229
7 H 0.47574 5.50030 -2.36126  0.228
8 H 2.06711 6.04192 -1.68821  0.216
9 Cl 3.60835 2.25155 7.20166  -0.071
10 C 2.63156 2.43148 5.71118  -0.381
11 C 3.23753 3.52414 4.83097  -0.367
12 Cl 2.38837 3.52101 3.23728  -0.079
13 H 1.62596 2.70418 6.01596  0.222
14 H 2.60865 1.47805 5.19616  0.230
15 H 4.28637 3.33465 4.63245  0.226
16 H 3.07851 4.49523 5.28362  0.223
17 Cl 4.67562 4.95868 0.85096  -0.070
18 C 3.71667 6.35931 0.32771  -0.397
19 C 3.85555 7.44866 1.35259  -0.383
20 Cl 3.28305 8.98414 0.66269  -0.057
21 H 2.68862 6.01966 0.26083  0.232
22 H 4.08896 6.67258 -0.64117  0.221
23 H 4.88758 7.55417 1.66266  0.224
24 H 3.23751 7.22810 2.21828  0.222
25 Cl 3.08440 1.59746 -4.98479  -0.050
26 C 2.15132 0.25889 -4.28817  -0.403
27 C 0.81474 0.08873 -4.93809  -0.376
28 Cl -0.17278 1.58642 -4.87353  -0.073
29 H 2.06538 0.40066 -3.21560  0.218
30 H 2.73827 -0.64551 -4.45557  0.237
31 H 0.22805 -0.65009 -4.39441  0.225
32 H 0.89770 -0.22280 -5.97369  0.222
33 Cl 4.04944 -2.23149 -1.58762  -0.077
34 C 5.78074 -1.76027 -1.65424  -0.374
35 C 6.08004 -0.78435 -2.76175  -0.399
36 Cl 5.53744 -1.31841 -4.37029  -0.047
37 H 6.34149 -2.68520 -1.71046  0.225
38 H 5.98845 -1.27985 -0.69804  0.219
39 H 7.15702 -0.61505 -2.79503  0.229
40 H 5.59987 0.17042 -2.55630  0.229
41 Cl 2.14253 -5.69106 0.46889  -0.056
42 C 2.90099 -4.23790 1.18440  -0.384
43 C 2.80851 -4.27660 2.68453  -0.380
44 Cl 3.21440 -2.66436 3.33377  -0.069
45 H 2.41275 -3.34567 0.80049  0.222
46 H 3.94395 -4.19627 0.87470  0.222
47 H 3.54218 -4.94899 3.11596  0.220
48 H 1.81999 -4.55388 3.03391  0.225
49 Cl 4.37608 0.54901 3.12295  -0.079
50 C 3.49601 0.35728 1.59102  -0.376
51 C 4.14920 1.26798 0.58049  -0.411
52 Cl 3.20708 1.27542 -0.87791  -0.041
53 H 2.46017 0.62546 1.76733  0.230
54 H 3.57225 -0.67680 1.26876  0.227
55 H 5.14908 0.88990 0.36450  0.206
56 H 4.26617 2.27709 0.96668  0.242
57 Cl 7.47478 3.15285 5.56372  -0.057
58 C 6.81988 1.50387 5.46753  -0.394
59 C 7.18300 0.64993 6.64545  -0.377
60 Cl 8.95958 0.44197 6.80642  -0.068
61 H 7.24071 1.05375 4.57156  0.222
62 H 5.73919 1.55391 5.39682  0.222
63 H 6.76032 -0.34168 6.47974  0.224
64 H 6.80404 1.04026 7.58441  0.224

Forces on atoms 1 to 2 (eV/Å):
Cl 0.0 0.1 0.0
C 0.2 -0.4 -0.1

---

4.
C5H10O2 | ωB97M-V with the def2-TZVPD basis set

Calculated values
E_HOMO   -8.6 eV
E   -346.88033 Eh
LUMO level   0.869 eV
Total charge   0
Max |F|   0.01105 hartree/bohr
Orbital gap   9.420 eV

Each line ends with the natural charge from an NBO analysis.
Positions of all 17 atoms, in Å:
1 C -0.45558 1.73317 -2.26528  -0.253
2 O -0.73111 0.52155 -1.54738  -0.499
3 C -1.20939 0.68016 -0.33911  0.259
4 C -1.32581 -0.68849 0.28773  -0.559
5 C -0.23849 -0.78731 1.37421  -0.415
6 C 1.15246 -0.99548 0.78316  -0.061
7 O 2.15656 -1.06973 1.77513  -0.711
8 H 0.62602 1.88832 -2.26861  0.189
9 H -0.95870 2.56420 -1.76796  0.208
10 H -0.81063 1.60083 -3.28889  0.192
11 H -0.24390 0.14198 1.96113  0.205
12 H -2.30907 -0.74775 0.76948  0.235
13 H -1.23130 -1.51464 -0.43340  0.201
14 H -0.45804 -1.60881 2.06413  0.217
15 H 1.19135 -1.94842 0.24442  0.177
16 H 1.37395 -0.20367 0.04893  0.154
17 H 2.17754 -0.21874 2.23014  0.461

Forces on atoms 1 to 2 (eV/Å):
C 0.1 0.2 -0.2
O -0.2 0.1 0.4

---

5.
C4H11N2O | ωB97M-V with the def2-TZVPD basis set

Calculated values
E_HOMO   -14.8 eV
E   -343.52977 Eh
LUMO level   -3.161 eV
Total charge   +1
SMILES   CC[NH2+]CC(N)=O
Max |F|   0.03642 hartree/bohr
Orbital gap   11.639 eV

Each line ends with the natural charge from an NBO analysis.
Positions of all 18 atoms, in Å:
1 O -1.89073 0.83716 0.01638  -0.563
2 C -0.85212 1.23563 -0.45508  0.663
3 N -0.63355 2.49035 -0.91619  -0.822
4 C 0.37791 0.33861 -0.49379  -0.328
5 N -0.10864 -1.01924 -0.01558  -0.514
6 C 0.64942 -1.69963 1.09516  -0.210
7 C 2.13523 -1.85891 0.77762  -0.626
8 H -0.13634 2.71936 -1.76193  0.421
9 H -1.18708 3.24698 -0.54455  0.428
10 H 1.10251 0.70235 0.21316  0.252
11 H 0.79345 0.21994 -1.48581  0.248
12 H -1.05471 -0.77521 0.34224  0.471
13 H -0.12611 -1.64718 -0.81395  0.432
14 H 0.47957 -1.15806 2.01544  0.227
15 H 0.13502 -2.65615 1.15550  0.227
16 H 2.60257 -0.88962 0.70956  0.222
17 H 2.51458 -2.60831 1.45442  0.261
18 H 2.20669 -2.23655 -0.23877  0.211

Forces on atoms 1 to 2 (eV/Å):
O 0.0 -0.2 0.7
C 0.2 0.8 -0.9

---

6.
C38H47F4N7O2PS2Ti | ωB97M-V with the def2-TZVPD basis set

Calculated values
E_HOMO (alpha / beta)   -3.7 / -4.6 eV
E   -4396.75063 Eh
LUMO level (alpha / beta)   2.442 / 2.441 eV
Total charge   -1
Spin multiplicity   3
Max |F|   0.07962 hartree/bohr
Orbital gap (alpha / beta)   6.138 / 7.003 eV

Each line ends with the Mulliken charge.
Positions of all 102 atoms, in Å:
1 Ti 0.67722 0.36823 0.03893  -0.298
2 C -3.61682 -2.83988 3.97812  -1.553
3 C -2.73874 -1.77798 3.45323  0.779
4 C -3.16193 -0.58036 2.92806  -1.001
5 C -2.30444 0.42302 2.55750  -0.701
6 C -0.92965 0.20938 2.53752  -0.394
7 N -0.03998 1.21483 2.04242  1.541
8 C 0.62828 1.97763 2.97194  1.289
9 C 0.52785 1.81976 4.40520  -1.411
10 C 1.42349 2.42832 5.19811  -0.589
11 C 2.60891 3.03762 4.86141  -0.270
12 C 3.53835 3.61974 5.79707  -1.620
13 C 2.71907 3.07089 3.47310  -0.333
14 C 1.76203 2.74676 2.54714  0.169
15 N 1.97853 3.13765 1.18170  -0.386
16 C 2.50845 4.27013 0.78445  -0.200
17 C 2.59712 4.28239 -0.59862  -1.349
18 C 2.15819 3.01798 -0.94556  -0.588
19 N 1.79652 2.29248 0.09923  1.173
20 C -0.50562 -0.99847 2.96089  -0.717
21 C -1.35453 -1.96846 3.35258  0.275
22 N 0.91096 -1.28992 2.93160  0.688
23 C 1.74077 -1.94208 3.82113  -0.453
24 C 2.87286 -2.23536 3.17332  -1.442
25 C 2.68225 -1.79516 1.85382  -0.520
26 N 1.51555 -1.23179 1.67281  0.760
27 H -4.60873 -2.71765 3.45545  0.374
28 H -3.69784 -2.81136 5.11247  0.244
29 H -3.20311 -3.81799 3.73871  0.380
30 H -4.25223 -0.39557 2.88173  0.223
31 H -2.59382 1.39524 2.24657  0.603
32 H -0.20650 1.18818 4.87098  0.385
33 H 1.11908 2.42339 6.27637  0.226
34 H 3.31867 4.68936 6.04448  0.252
35 H 4.60569 3.53463 5.71541  0.389
36 H 3.35291 3.09597 6.72285  0.409
37 H 3.67212 3.30214 2.98875  0.381
38 H 2.58598 5.05105 1.52221  0.448
39 H 2.90869 5.07382 -1.24339  0.515
40 H 2.09101 2.63798 -1.95241  0.303
41 H -0.98250 -2.94880 3.57263  0.378
42 H 1.47311 -1.98013 4.81409  0.575
43 H 3.67828 -2.73069 3.59500  0.558
44 H 3.45872 -1.89894 1.05126  0.262
45 C -1.37101 4.74676 0.36217  -1.098
46 C -2.00132 3.43078 -0.15683  0.136
47 N -1.36366 2.96133 -1.38677  1.071
48 C -1.64103 3.79733 -2.54400  -1.055
49 C -0.35976 4.35365 -3.21256  -0.980
50 C -1.63661 1.49758 -1.67072  -1.921
51 C -0.70105 0.98113 -2.74539  -0.698
52 N 0.57248 0.73690 -2.13510  1.729
53 C 1.63988 0.32805 -2.84749  0.386
54 C 2.84346 -0.17535 -2.25923  -0.497
55 F 2.84692 -0.33764 -0.89676  -0.116
56 C 3.88921 -0.76997 -3.02190  0.051
57 F 4.90396 -1.37353 -2.43677  -0.363
58 C 3.88652 -0.77021 -4.37726  -0.702
59 C 2.83523 -0.13172 -4.96890  0.413
60 F 2.76462 -0.14746 -6.32428  -0.379
61 C 1.76955 0.41984 -4.31299  0.165
62 F 0.78497 0.92105 -5.10722  -0.401
63 H -1.62097 5.65036 -0.15805  0.370
64 H -0.26427 4.56727 0.20334  0.088
65 H -1.56558 4.92949 1.40461  0.404
66 H -3.08993 3.58752 -0.34256  0.397
67 H -1.83125 2.70109 0.62476  -0.672
68 H -2.26362 4.66405 -2.29001  0.558
69 H -2.21794 3.24550 -3.23060  0.461
70 H 0.18221 5.09421 -2.55871  0.211
71 H -0.68813 4.90660 -4.13040  0.420
72 H 0.39991 3.63411 -3.41156  0.066
73 H -2.66210 1.43760 -2.04687  0.564
74 H -1.69432 0.92916 -0.72949  0.003
75 H -0.66722 1.70701 -3.47307  0.755
76 H -1.14318 0.00781 -3.17991  -0.097
77 H 4.67479 -1.17863 -4.98069  0.512
78 C 1.01762 -3.74823 -2.48377  -1.377
79 C 0.16906 -3.02769 -3.53871  1.122
80 C -0.46548 -3.97000 -4.59067  -1.662
81 O -0.86221 -2.20979 -3.06085  -0.576
82 P -1.79933 -2.32187 -1.75368  0.631
83 S -3.42869 -1.28241 -1.94346  -0.573
84 S -1.01161 -1.98922 0.10380  -0.163
85 O -2.15810 -3.93647 -1.90648  -0.259
86 C -2.95882 -4.47716 -0.78796  0.797
87 C -4.26085 -5.15812 -1.23550  -1.687
88 C -2.14689 -5.43060 -0.02884  -1.368
89 H 1.88816 -4.09441 -3.00232  0.488
90 H 0.49891 -4.55305 -2.00523  0.256
91 H 1.30673 -3.09378 -1.71419  0.185
92 H 0.81528 -2.34289 -4.11849  0.151
93 H -0.97751 -4.79016 -4.13842  0.247
94 H 0.35186 -4.34313 -5.18254  0.495
95 H -1.19008 -3.36079 -5.14148  0.378
96 H -3.17527 -3.61286 -0.17157  0.289
97 H -4.10912 -6.18818 -1.50189  0.378
98 H -4.69940 -4.59419 -2.07351  0.323
99 H -4.90189 -5.25154 -0.39468  0.439
100 H -1.82653 -6.21876 -0.70083  0.362
101 H -2.72279 -5.80891 0.81616  0.450
102 H -1.27799 -4.89540 0.40604  0.139

Forces on atoms 1 to 2 (eV/Å):
Ti -0.1 -0.4 0.6
C -1.2 -0.2 0.4